Entry 1:
Computed, not measured: the ion C4H9BN3O2 with charge +1 at a distorted geometry, with ωB97M-V/def2-TZVPD.

gap between HOMO and LUMO = 9.504 eV
relative energy (zero: lowest compared OMol25 entry of this formula, charge and spin) = 1.210 eV
SMILES = [NH3+]B(O)C1(O)N=CCC=N1
total energy = -13529.60658 eV
LUMO level = -3.679 eV

```
! RIJCOSX wB97M-V def2-TZVPD def2/J DEFGRID3
* xyz 1 1
N -1.55 -2.21 -0.68
B -0.41 -1.06 -0.73
O 0.27 -1.31 -1.83
C -0.62 0.34 0.10
O -2.01 0.41 -0.06
N -0.36 0.32 1.53
C 0.81 0.68 1.86
C 1.88 1.10 0.89
C 1.20 1.82 -0.30
N 0.02 1.40 -0.62
H -2.20 -1.82 -1.37
H -2.11 -2.27 0.14
H -1.32 -3.15 -0.98
H 0.91 -0.64 -2.13
H -2.29 1.36 0.19
H 1.21 0.54 2.88
H 2.82 1.66 1.40
H 2.15 0.14 0.42
H 1.58 2.68 -0.72
*
```

---

Entry 2:
Computed, not measured: a cluster of 4 separate species, C14H22BClF3O9 in total at a distorted geometry, with ωB97M-V/def2-TZVPD.

gap between HOMO and LUMO = 7.239 eV
total energy = -54654.16236 eV
LUMO level = 2.135 eV

```
! RIJCOSX wB97M-V def2-TZVPD def2/J DEFGRID3
* xyz -1 1
C 4.98 -0.57 -2.80
C 4.35 -1.85 -3.62
C 2.69 -1.77 -3.70
C 2.16 -0.45 -4.58
C 0.85 0.28 -3.86
B -0.44 -0.73 -3.66
Cl -0.46 -1.65 -2.04
H 4.09 0.18 -2.59
H 5.37 -0.91 -1.72
H 5.83 -0.04 -3.40
H 4.84 -2.03 -4.67
H 4.59 -2.81 -2.96
H 2.25 -2.71 -4.25
H 2.33 -1.63 -2.59
H 1.93 -0.77 -5.70
H 3.03 0.36 -4.67
H 0.49 1.12 -4.63
H 1.20 0.78 -2.87
H -0.60 -1.49 -4.57
H -1.41 -0.02 -3.64
C 0.43 0.48 0.60
C -0.54 0.64 1.72
O -0.56 2.03 1.94
C -0.28 2.58 0.73
O -0.47 3.76 0.45
O 0.24 1.67 -0.14
F -0.08 0.04 2.84
H 1.47 0.42 0.95
H 0.22 -0.40 -0.01
H -1.55 0.28 1.50
C -0.15 2.86 6.53
C 0.61 1.76 5.88
O 0.66 0.76 6.88
C -0.46 0.95 7.62
O -0.91 0.13 8.40
O -1.04 2.17 7.38
F 1.88 2.14 5.60
H 0.49 3.52 7.13
H -0.70 3.47 5.80
H 0.14 1.35 4.98
C -4.43 -2.06 -1.06
C -3.99 -1.24 0.10
O -4.98 -0.24 0.20
C -6.11 -0.82 -0.29
O -7.23 -0.37 -0.13
O -5.83 -1.97 -0.99
F -2.80 -0.64 -0.15
H -4.08 -1.65 -2.02
H -4.10 -3.10 -0.99
H -3.93 -1.79 1.05
*
```

---

Entry 3:
Computed, not measured: a cluster of 2 separate species, CHO3PS2 in total at a distorted geometry, with ωB97M-V/def2-TZVPD.

gap between HOMO and LUMO = 5.432 eV
relative energy (zero: lowest compared OMol25 entry of this formula, charge and spin) = 2.338 eV
total energy = -38155.17528 eV
LUMO level = 5.563 eV

```
! RIJCOSX wB97M-V def2-TZVPD def2/J DEFGRID3
* xyz -2 1
C -0.69 1.57 -0.15
O 0.03 -0.97 -0.34
O 0.78 0.63 -2.19
O -1.67 -0.21 -2.07
P -0.43 0.26 -1.40
S -1.72 3.66 -1.03
S -0.11 1.66 1.34
H 0.70 -0.55 0.20
*
```

---

Entry 4:
Computed, not measured: a cluster of 11 separate species, C33H73F12N12O25S12 in total at a distorted geometry, with ωB97M-V/def2-TZVPD.

gap between HOMO and LUMO = 7.205 eV
relative energy (zero: lowest compared OMol25 entry of this formula, charge and spin) = 0.000 eV
total energy = -267103.41780 eV
LUMO level = 0.621 eV

```
! RIJCOSX wB97M-V def2-TZVPD def2/J DEFGRID3
* xyz -1 1
C 26.35 17.10 -1.72
C 25.11 16.74 -0.90
N 25.04 15.34 -0.51
C 24.70 14.26 -1.30
C 24.99 13.14 -0.62
N 25.39 13.55 0.65
C 25.43 14.87 0.66
C 25.66 12.67 1.77
H 26.61 16.30 -2.41
H 27.26 17.27 -1.15
H 26.16 18.04 -2.24
H 24.22 16.93 -1.50
H 25.00 17.37 -0.02
H 24.20 14.46 -2.23
H 24.93 12.11 -0.90
H 25.76 15.50 1.47
H 25.25 11.67 1.70
H 25.24 13.15 2.65
H 26.71 12.48 1.97
C 21.85 16.15 -2.73
C 20.96 17.21 -3.26
O 20.89 17.50 -4.41
N 20.18 18.00 -2.24
H 20.27 17.58 -1.30
H 20.64 18.92 -2.16
C 18.69 18.22 -2.49
H 22.87 16.21 -3.10
H 21.34 15.22 -3.02
H 21.88 16.16 -1.65
H 18.28 18.39 -1.50
H 18.24 17.34 -2.94
H 18.65 19.09 -3.14
C 18.10 18.90 1.25
C 18.67 19.31 2.61
C 20.11 19.75 2.50
N 20.71 20.27 3.79
C 20.56 19.22 4.85
C 22.15 20.71 3.55
C 22.06 22.14 3.02
C 20.63 22.61 3.31
C 20.09 21.53 4.28
H 18.45 17.88 1.04
H 18.58 19.48 0.44
H 17.04 19.04 1.12
H 18.62 18.41 3.22
H 17.97 20.07 2.97
H 20.24 20.50 1.71
H 20.77 18.95 2.17
H 20.75 18.24 4.42
H 19.52 19.30 5.16
H 21.18 19.47 5.70
H 22.50 20.72 4.58
H 22.73 19.99 2.96
H 22.75 22.76 3.59
H 22.24 22.19 1.95
H 20.55 23.59 3.77
H 19.95 22.58 2.46
H 20.57 21.76 5.23
H 19.01 21.53 4.37
C 24.56 15.30 -11.54
C 23.70 14.64 -10.49
C 23.46 15.56 -9.29
N 22.46 15.02 -8.30
C 21.06 15.21 -8.79
C 22.58 15.81 -7.00
C 22.07 14.81 -5.99
C 22.67 13.47 -6.36
C 22.81 13.58 -7.88
H 25.48 15.77 -11.18
H 24.02 16.07 -12.10
H 24.80 14.57 -12.31
H 24.02 13.65 -10.17
H 22.72 14.45 -10.94
H 23.12 16.56 -9.57
H 24.40 15.60 -8.73
H 20.38 14.98 -7.97
H 20.83 14.56 -9.63
H 20.97 16.25 -9.10
H 22.13 16.79 -7.07
H 23.65 15.90 -6.81
H 20.99 14.85 -5.87
H 22.51 15.13 -5.05
H 22.08 12.60 -6.07
H 23.63 13.32 -5.88
H 22.27 12.92 -8.56
H 23.87 13.45 -8.12
C 24.34 18.57 -4.78
C 23.69 19.94 -4.49
C 23.97 20.89 -5.63
N 23.16 22.19 -5.64
C 21.72 21.78 -5.80
C 23.58 23.06 -6.79
C 24.76 23.87 -6.22
C 24.69 23.74 -4.67
C 23.41 22.99 -4.39
H 24.20 18.23 -5.81
H 23.98 17.74 -4.18
H 25.39 18.67 -4.51
H 24.16 20.22 -3.55
H 22.62 19.79 -4.37
H 23.79 20.49 -6.62
H 25.01 21.21 -5.50
H 21.40 21.23 -4.92
H 21.56 21.26 -6.73
H 21.12 22.69 -5.72
H 22.72 23.65 -7.10
H 23.90 22.39 -7.58
H 24.73 24.93 -6.49
H 25.69 23.50 -6.64
H 24.74 24.72 -4.21
H 25.63 23.29 -4.33
H 22.53 23.64 -4.36
H 23.40 22.33 -3.54
N 20.06 16.25 -0.11
S 19.15 15.02 0.34
O 18.39 15.23 1.53
O 19.60 13.74 -0.07
F 18.02 15.25 -0.76
S 21.24 16.17 1.06
O 22.20 15.14 0.83
O 20.87 16.51 2.39
F 22.01 17.48 0.55
N 18.30 11.92 -4.73
S 18.46 12.25 -6.32
O 19.72 12.83 -6.67
O 17.31 12.69 -7.02
F 18.67 10.73 -6.73
S 18.41 13.38 -4.12
O 17.49 14.35 -4.60
O 19.76 13.77 -3.79
F 17.79 13.04 -2.68
N 26.64 15.33 -6.74
S 26.32 15.17 -5.15
O 27.09 14.38 -4.25
O 24.95 15.37 -4.77
F 26.92 16.64 -4.87
S 27.11 13.88 -7.16
O 26.07 12.89 -7.08
O 28.44 13.48 -6.81
F 27.17 14.18 -8.73
N 21.21 20.55 -1.83
S 22.61 20.58 -0.93
O 22.43 20.22 0.44
O 23.53 21.63 -1.20
F 23.40 19.35 -1.57
S 20.78 22.07 -1.58
O 21.20 22.96 -2.59
O 20.67 22.48 -0.22
F 19.26 21.84 -1.94
N 18.72 18.78 -9.05
S 20.17 19.54 -9.04
O 21.23 18.77 -9.60
O 20.45 20.48 -7.99
F 19.79 20.59 -10.18
S 18.69 18.16 -7.60
O 18.17 18.95 -6.54
O 19.79 17.26 -7.37
F 17.53 17.11 -7.89
N 15.38 19.13 -0.73
S 14.82 18.21 -1.86
O 15.76 17.59 -2.73
O 13.57 18.62 -2.43
F 14.35 17.01 -0.91
S 15.66 20.53 -1.46
O 14.56 21.42 -1.52
O 16.58 20.47 -2.54
F 16.47 21.22 -0.24
*
```

---

Entry 5:
Computed, not measured: a cluster of 2 separate species, C8H12O2 in total at a distorted geometry, with ωB97M-V/def2-TZVPD.

gap between HOMO and LUMO (spin up / spin down) = 9.054 / 5.490 eV
relative energy (zero: lowest compared OMol25 entry of this formula, charge and spin) = 0.000 eV
total energy = -12576.82787 eV
LUMO level (spin up / spin down) = -3.963 / -7.526 eV

```
! RIJCOSX wB97M-V def2-TZVPD def2/J DEFGRID3
* xyz 1 2
C 1.61 1.27 -1.26
C -1.66 -0.57 -1.25
C -1.22 -1.88 -0.99
C -0.75 0.44 -1.19
C 0.65 0.18 -1.04
C 0.16 -2.13 -0.66
C 1.07 -1.14 -0.71
O -1.98 -2.94 -1.02
H -2.71 -0.28 -1.31
H -1.12 1.45 -1.27
H 0.46 -3.17 -0.57
H -2.82 -2.73 -1.49
H 2.62 0.88 -1.39
H 1.71 1.95 -0.39
H 2.13 -1.25 -0.51
H 1.44 1.96 -2.09
C 0.17 0.99 2.73
O -0.49 1.87 3.60
H -0.40 2.79 3.30
H 0.04 1.28 1.67
H -0.14 -0.04 2.90
H 1.25 1.07 2.93
*
```

---

Entry 6:
Computed, not measured: a cluster of 12 separate species, C4H33N2O13 in total at a distorted geometry, with ωB97M-V/def2-TZVPD.

gap between HOMO and LUMO = 10.476 eV
relative energy (zero: lowest compared OMol25 entry of this formula, charge and spin) = 3.938 eV
total energy = -34275.11907 eV
LUMO level = -2.600 eV

```
! RIJCOSX wB97M-V def2-TZVPD def2/J DEFGRID3
* xyz 1 1
N 0.32 2.75 -0.77
C -1.01 2.70 -0.16
C -0.93 2.26 1.42
C -0.23 3.16 2.39
O -0.03 1.13 1.24
C -1.99 1.92 -1.03
N -3.28 1.86 -0.52
O -1.56 1.40 -2.03
H 0.30 2.95 -1.78
H 0.84 1.88 -0.58
H 0.95 3.40 -0.31
H -1.45 3.67 0.05
H -1.85 1.97 1.90
H -0.43 2.87 3.42
H -0.41 4.25 2.30
H 0.83 2.93 2.10
H -0.28 0.47 0.58
H -3.43 1.62 0.49
H -3.84 1.30 -1.14
H -0.64 -4.35 -0.09
H -1.46 -4.08 -1.41
O -0.82 -3.70 -0.80
H -4.02 1.92 3.18
H -3.93 0.46 2.49
O -3.92 1.41 2.36
H 1.84 -4.42 1.59
H 0.66 -3.47 1.80
O 1.40 -3.88 2.27
H 4.05 -0.85 1.03
H 2.63 -1.66 1.28
O 3.12 -0.97 0.78
H -2.07 -0.47 0.55
H -1.31 -1.41 -0.43
O -1.69 -0.53 -0.33
H 2.43 0.73 0.29
H 3.38 1.20 -0.87
O 2.54 1.43 -0.40
H 1.70 -2.33 -0.56
H 1.16 -3.72 -1.12
O 1.96 -3.24 -0.82
H 2.99 -2.02 -2.07
H 2.46 -1.76 -3.35
O 2.80 -1.23 -2.61
H 3.25 1.18 -2.99
H 4.10 0.14 -2.68
O 4.21 1.11 -2.68
H -4.35 -2.28 1.57
H -3.68 -2.84 0.43
O -3.48 -2.16 1.08
H 1.21 -0.40 -1.30
H 0.37 -1.18 -2.34
O 0.58 -1.12 -1.40
*
```

---

Entry 7:
Computed, not measured: a structure of composition C4H6O2Pb at a distorted geometry, with ωB97M-V/def2-TZVPD.

gap between HOMO and LUMO (spin up / spin down) = 2.790 / 4.529 eV
relative energy (zero: lowest compared OMol25 entry of this formula, charge and spin) = 3.730 eV
total energy = -13580.89116 eV
LUMO level (spin up / spin down) = 2.941 / 2.954 eV

```
! RIJCOSX wB97M-V def2-TZVPD def2/J DEFGRID3
* xyz -1 2
O 3.25 1.03 -0.59
C 2.08 0.72 -1.10
H 3.99 0.33 -0.82
H 2.18 -0.29 -1.59
C -0.10 0.67 0.27
C -1.05 -0.17 -0.21
C -2.00 -0.94 0.69
O -1.95 -0.57 2.02
Pb -0.82 1.03 2.41
H -1.19 -0.37 -1.28
H 0.39 1.41 -0.62
H -1.77 -2.03 0.56
H -3.02 -0.82 0.26
*
```